(1)
{"formula": "C2H11NO3", "method": "wB97M-V/def2-TZVPD", "largest_force_ha_per_bohr": 0.038, "e_tot_ev": -9883.91749, "total_charge": 0, "lumo_ev": 0.31, "homo_ev": -8.39, "relative_energy_kj_mol": 123.7, "gap_ev": 8.7, "elements": ["C", "N", "C", "O", "H", "H", "H", "H", "H", "H", "H", "O", "H", "H", "O", "H", "H"], "xyz": [[-0.66357, -2.41672, 0.76437], [-0.52279, -1.16787, 1.44253], [-0.75379, -0.03225, 0.61353], [-1.03952, 1.09733, 1.42935], [-0.01912, -2.49578, -0.11628], [-0.51377, -3.31408, 1.36273], [-1.68942, -2.57954, 0.38430], [-0.79539, -0.95595, 2.39417], [-1.68190, -0.21335, 0.01416], [0.05050, 0.23954, -0.06954], [-1.57357, 1.71488, 0.94679], [0.41241, 0.33160, -2.76843], [-0.10492, 1.08661, -3.03435], [0.82232, 0.09627, -3.61016], [2.32939, 1.78199, -0.60408], [2.13648, 0.83992, -0.67006], [1.56206, 2.08743, -1.10382]], "forces_ev_per_angstrom": [[-1.1, -0.8, -0.1], [1.3, 0.9, 0.1], [-1.8, 0.6, -0.5], [0.7, -0.6, 0.8], [0.2, 0.2, 0.2], [0.5, 0.3, 0.4], [0.0, 0.2, -0.2], [-0.2, -0.8, -0.3], [0.5, 0.0, -0.2], [0.3, -0.4, 0.0], [-0.3, 0.3, -0.4], [0.3, -0.2, -0.3], [-0.5, 0.5, 0.1], [0.2, -0.3, 0.2], [-0.6, -0.2, -0.3], [0.5, -0.3, 0.3], [0.2, 0.5, 0.0]]}

(2)
{"formula": "C4H10N2S2", "method": "wB97M-V/def2-TZVPD", "largest_force_ha_per_bohr": 0.105, "e_tot_ev": -28958.72956, "total_charge": 0, "lumo_ev": 0.33, "homo_ev": -8.13, "relative_energy_kj_mol": 219.4, "gap_ev": 8.5, "elements": ["C", "C", "N", "C", "S", "C", "N", "S", "H", "H", "H", "H", "H", "H", "H", "H", "H", "H"], "xyz": [[-1.57378, 1.59864, -1.76238], [-0.83534, 0.39916, -2.15651], [-1.72439, -0.80356, -1.56723], [0.52191, 0.13209, -1.67606], [1.10135, 0.72542, 0.02163], [0.45451, -0.43943, 1.29907], [-0.20680, -1.50193, 0.68365], [0.91537, -0.37078, 2.92723], [-0.72395, 2.28578, -1.90330], [-2.03320, 1.58958, -0.68175], [-2.42726, 1.89748, -2.54647], [-0.93734, 0.38633, -3.26160], [-1.89597, -1.48163, -2.54307], [-2.69949, -0.46146, -1.43352], [1.37147, 0.38999, -2.22415], [0.72267, -0.96812, -1.77483], [-0.80140, -1.12835, -0.19962], [-0.72854, -2.18827, 1.34684]], "forces_ev_per_angstrom": [[-1.4, 2.6, 0.2], [-3.6, -2.9, -0.3], [-0.7, -1.2, -5.2], [1.4, -2.2, 2.1], [-0.9, -0.6, 0.4], [0.3, -1.8, -0.4], [-1.8, 1.4, 0.7], [-0.6, 0.3, -2.0], [-1.0, 1.2, 0.7], [1.3, 0.2, -2.0], [1.9, -0.8, 1.8], [0.7, -0.4, 0.5], [0.7, 2.0, 3.9], [1.0, -0.1, -0.1], [0.9, 1.6, -1.4], [-0.6, 0.6, 0.7], [1.0, -1.8, 1.9], [1.4, 1.9, -1.5]]}

(3)
{"formula": "C32H24F4N5P2RuS2", "method": "wB97M-V/def2-TZVPD", "multiplicity": 5, "largest_force_ha_per_bohr": 0.021, "e_tot_ev": -94693.09618, "total_charge": 3, "lumo_ev": [-10.77, -11.33], "s2": 6.150, "homo_ev": [-16.59, -16.77], "relative_energy_kj_mol": 198.7, "gap_ev": [5.8, 5.4], "elements": ["Ru", "C", "C", "C", "N", "C", "C", "H", "H", "H", "H", "H", "F", "C", "C", "F", "C", "C", "C", "F", "C", "C", "C", "N", "C", "N", "F", "C", "C", "N", "C", "N", "C", "P", "C", "C", "H", "H", "H", "H", "H", "H", "H", "H", "H", "S", "P", "S", "C", "C", "C", "C", "C", "C", "C", "C", "C", "C", "C", "C", "H", "H", "H", "H", "H", "H", "H", "H", "H", "H"], "xyz": [[0.45605, -0.05835, -0.42759], [-2.60040, -3.75295, -0.94358], [-2.09430, -3.11278, -2.06555], [-1.24234, -2.04022, -1.90274], [-0.88964, -1.60003, -0.68607], [-1.37313, -2.21364, 0.40539], [-2.23153, -3.29260, 0.31119], [-3.26580, -4.59634, -1.04562], [-2.35070, -3.43686, -3.06246], [-0.82394, -1.51494, -2.75842], [-1.04499, -1.83296, 1.36805], [-2.59358, -3.76035, 1.21455], [1.96470, 2.06773, 0.11563], [2.61187, 3.00770, 0.90671], [3.24206, 4.02447, 0.26929], [3.18511, 4.06496, -1.05872], [3.94278, 5.07371, 0.99367], [3.86526, 4.95879, 2.43675], [3.22704, 3.93088, 3.05967], [3.22456, 3.87692, 4.38039], [2.56674, 2.87674, 2.34032], [1.92348, 1.84188, 2.99794], [1.34685, 0.79278, 2.25996], [0.86709, -0.06666, 1.64057], [1.75286, 1.71960, 4.40886], [1.57556, 1.53441, 5.52272], [4.46182, 5.86979, 3.17110], [4.63797, 6.07774, 0.36944], [4.79348, 6.14105, -1.05172], [4.91745, 6.19514, -2.18875], [5.28616, 7.13701, 1.06642], [5.82018, 8.01939, 1.56204], [-1.57723, 1.91392, -2.33377], [-1.37640, 1.42950, -0.60748], [-2.95264, 0.76990, -0.03750], [-1.07962, 2.93810, 0.33785], [-2.38728, 2.64748, -2.39573], [-1.83660, 1.05160, -2.94972], [-0.65877, 2.36406, -2.71339], [-3.71574, 1.53341, -0.20584], [-2.91198, 0.54557, 1.02888], [-3.22571, -0.12773, -0.58741], [-1.96863, 3.56910, 0.25762], [-0.22845, 3.48565, -0.06432], [-0.91619, 2.71276, 1.39223], [4.72668, -0.04867, -0.13708], [4.02130, -0.61800, -1.95282], [1.92837, -0.67729, -2.10641], [4.65987, 0.68072, -2.98803], [6.04438, 0.63326, -3.23256], [6.62367, 1.60064, -4.02934], [5.83834, 2.60439, -4.57871], [4.46735, 2.64802, -4.34001], [3.87382, 1.69902, -3.53590], [4.61059, -2.22594, -2.41262], [4.18887, -2.74878, -3.64412], [4.68537, -3.96731, -4.06425], [5.58489, -4.66394, -3.26512], [5.99957, -4.14631, -2.04662], [5.51483, -2.92235, -1.61236], [6.64842, -0.16420, -2.82111], [7.68343, 1.56709, -4.23387], [6.29426, 3.35879, -5.20271], [3.87078, 3.42604, -4.79295], [2.80781, 1.72383, -3.35583], [3.49697, -2.20430, -4.27348], [4.37547, -4.37762, -5.01462], [5.97166, -5.61588, -3.60211], [6.70512, -4.69106, -1.43704], [5.85360, -2.51574, -0.67059]], "forces_ev_per_angstrom": [[0.0, -0.5, -0.4], [0.1, 0.1, 0.0], [0.0, 0.1, 0.0], [0.0, 0.1, -0.4], [0.0, 0.1, 0.1], [0.0, -0.1, 0.3], [0.1, 0.1, 0.0], [-0.1, -0.1, 0.0], [0.0, 0.0, -0.1], [-0.1, -0.1, 0.1], [-0.1, -0.1, -0.1], [0.0, 0.0, 0.0], [0.5, 0.8, 0.5], [0.0, -0.1, -0.6], [-0.2, -0.3, -0.2], [0.1, 0.0, 0.6], [-0.1, -0.2, 0.0], [0.0, 0.0, 0.3], [0.1, 0.2, 0.1], [0.0, 0.1, -0.3], [0.1, 0.1, -0.1], [-0.1, -0.1, -0.1], [-0.1, -0.2, -0.1], [0.3, 0.4, 0.4], [0.2, 0.0, -0.5], [-0.2, -0.1, 0.7], [-0.2, -0.3, -0.2], [0.0, -0.1, 0.0], [-0.2, 0.0, 0.4], [0.1, 0.0, -0.5], [-0.3, -0.5, -0.3], [0.3, 0.5, 0.3], [0.0, 0.0, 0.0], [0.0, 0.0, -0.1], [0.0, 0.0, 0.0], [0.0, 0.0, 0.0], [0.0, 0.0, 0.0], [0.0, 0.0, 0.0], [0.0, 0.0, 0.0], [0.0, 0.0, 0.0], [0.0, 0.0, 0.0], [0.0, 0.0, 0.0], [0.0, 0.0, 0.0], [0.0, 0.0, 0.0], [0.0, 0.0, 0.0], [-0.1, 0.1, -0.1], [0.0, -0.3, 0.2], [-0.1, 0.3, -0.1], [0.1, 0.0, 0.0], [-0.1, -0.1, 0.0], [0.0, 0.0, 0.0], [0.0, 0.0, 0.0], [0.0, 0.1, 0.0], [-0.1, -0.1, 0.1], [-0.1, 0.0, -0.2], [0.1, 0.0, 0.1], [-0.1, 0.0, 0.0], [0.1, 0.0, 0.0], [0.0, 0.0, 0.0], [0.0, 0.0, 0.0], [0.0, 0.0, 0.0], [0.1, 0.0, 0.0], [0.0, 0.0, -0.1], [0.0, 0.0, 0.0], [0.0, 0.0, 0.0], [0.0, 0.0, 0.0], [0.0, 0.0, 0.0], [0.0, 0.0, 0.0], [0.0, 0.0, 0.0], [0.0, 0.0, 0.1]]}